No. 1
Density functional theory data (ωB97M-V/def2-TZVPD) for a molecular structure, C4H7BrN2O.

Structure (ORCA input):
```
! RIJCOSX wB97M-V def2-TZVPD def2/J DEFGRID3
* xyz 0 1
C -1.5362 0.0826 -0.1430
C 0.5175 -1.0053 0.6189
C -0.7312 -1.1242 -0.3130
C 1.5611 1.1126 -0.0517
N -2.5865 0.5386 -0.5442
N 0.7527 0.3856 0.9135
O -0.4629 0.9605 1.1089
Br -0.2726 -1.3588 -2.2116
H 0.2547 -1.5047 1.5553
H 1.4042 -1.4779 0.1983
H -1.3170 -2.0064 -0.0543
H 1.3380 2.1714 0.0704
H 2.6108 0.9472 0.1911
H 1.3735 0.8308 -1.0942
H -2.9063 1.4482 -0.2444
*
```

For the LUMO energy, the calculation gives 0.3 eV. The calculation puts the HOMO-LUMO gap at 8.43 eV.

Results of the Löwdin charge analysis, in e, for atoms 1 through 5: C -0.2563; C -0.2023; C -0.6096; C -0.0676; N 0.1959



No. 2
Density functional theory data (ωB97M-V/def2-TZVPD) for a gas-phase ion, C4H7BrNS (charge +1).

Structure (ORCA input):
```
! RIJCOSX wB97M-V def2-TZVPD def2/J DEFGRID3
* xyz 1 1
C 0.9067 -1.6041 -0.1106
C 1.0522 -0.2571 -0.2245
C -1.8324 -1.2876 -0.4279
C 0.2568 1.9192 0.4272
N 0.0736 0.5560 -0.1228
S -0.7479 -2.3140 0.2857
Br 2.8700 0.3105 -0.0343
H 1.6320 -2.3826 -0.2920
H -1.6728 -0.7058 -1.2907
H -2.8455 -1.2314 -0.0175
H 1.0647 2.3573 -0.1443
H -0.5027 2.7135 0.4237
H 0.5347 1.7956 1.4904
H -0.7894 0.1306 0.0375
*
```

For the LUMO energy (alpha / beta), the calculation gives -6.4 / -6.4 eV. The calculation puts the HOMO-LUMO gap (alpha / beta) at 6.97 / 6.97 eV.

Results of the Löwdin charge analysis, in e, for atoms 1 through 5: C -0.3527; C -0.7795; C -0.2668; C -0.0469; N -0.0622



No. 3
Density functional theory data (ωB97M-V/def2-TZVPD) for a single C4H7BrO molecule.

Structure (ORCA input):
```
! RIJCOSX wB97M-V def2-TZVPD def2/J DEFGRID3
* xyz 0 1
C -1.7807 0.7040 -0.8964
C 0.6520 -0.1185 -1.0566
C 0.5188 0.0569 1.3189
C 0.7318 -0.8922 0.1846
O -0.4551 0.5852 -1.3346
Br 2.1404 0.7674 -1.8242
H -2.4537 1.2851 -1.4992
H -2.0147 -0.0087 -0.0199
H 0.4348 -0.5504 2.1872
H -0.5301 0.5582 1.0324
H 1.2841 0.7830 1.5162
H -0.1890 -1.6456 0.3540
H 1.6614 -1.5246 0.0377
*
```

For the LUMO energy (alpha / beta), the calculation gives 0.6 / 0.4 eV. The calculation puts the HOMO-LUMO gap (alpha / beta) at 8.52 / 7.79 eV.

Results of the Löwdin charge analysis, in e, for atoms 1 through 5: C 0.0222; C -0.7568; C -0.1207; C -0.3113; O -0.2290



No. 4
Density functional theory data (ωB97M-V/def2-TZVPD) for 2 unconnected molecules or ions with the total composition C4H7BrO.

Structure (ORCA input):
```
! RIJCOSX wB97M-V def2-TZVPD def2/J DEFGRID3
* xyz 0 1
C -1.2080 -1.6527 -0.0952
C -2.4446 -1.2472 -0.0024
C 1.5711 0.8338 0.6908
C 1.0513 0.5160 -0.6870
O 1.2735 1.4710 -1.6285
Br -2.7643 0.6506 0.0995
H -0.3607 -0.9400 -0.0658
H -0.7429 -2.6654 -0.0782
H 2.4460 0.2717 0.7213
H 1.6330 1.9016 0.8924
H 0.9977 0.3665 1.5205
H -3.3181 -1.8033 0.1188
H 1.8659 2.2973 -1.4864
*
```

For the LUMO energy, the calculation gives 0.6 eV. The calculation puts the HOMO-LUMO gap at 9.26 eV.

Results of the Löwdin charge analysis, in e, for atoms 1 through 5: C -0.1287; C -0.6130; C -0.1144; C -0.1109; O -0.0446



Going through the records in order, we get max |F| values of 3.57; 4.71; 4.35; 2.64 eV/Å.
Going through the records in order, we get relative energy (zero: lowest compared OMol25 entry of this formula, charge and spin) values of 1.458; 3.412; 4.387; 4.087 eV.